# 1
# C17H19ClFeO8

A molecular structure, C17H19ClFeO8 at a distorted geometry (ωB97M-V/def2-TZVPD, OMol25).

Summary:
LUMO level (spin up / spin down) = 0.62 / -2.44 eV
strongest force on any atom = 0.05753 Eh/bohr
spin multiplicity = 5
<S²> = 6.1828
HOMO level (spin up / spin down) = -5.99 / -7.65 eV
orbital gap (spin up / spin down) = 0.243 / 0.191 Eh
DFT total energy = -81220.891 eV

Each line ends with the Mulliken charge.
Geometry (Å):
C -6.280 -1.835 0.279  -1.217
C -4.780 -1.803 0.510  -0.146
O -4.274 -0.495 0.429  -0.277
C -2.900 -0.483 0.370  0.489
C -2.235 0.788 0.348  -0.013
Cl -0.540 0.770 0.287  0.050
C -2.894 2.063 0.385  0.742
O -2.225 3.088 0.395  -0.608
O -4.269 2.082 0.409  -0.262
C -4.769 3.393 0.504  -0.146
C -6.270 3.440 0.278  -1.214
O -2.233 -1.510 0.337  -0.612
H -6.710 -2.825 0.436  0.391
H -6.786 -1.136 0.946  0.300
H -6.519 -1.524 -0.738  0.300
H -4.509 -2.185 1.504  0.285
H -4.236 -2.407 -0.231  0.323
H -4.493 3.765 1.500  0.289
H -4.224 4.001 -0.233  0.315
H -6.691 4.433 0.446  0.391
H -6.515 3.141 -0.741  0.300
H -6.781 2.740 0.940  0.302
C 5.690 2.317 0.007  -0.745
O 5.799 1.045 -0.595  -0.386
C 4.634 0.224 -0.459  0.341
C 4.226 -0.282 0.786  -0.459
C 2.908 -1.029 0.943  -1.243
C 2.198 -1.358 -0.363  -0.329
C 2.662 -0.860 -1.573  -0.825
C 3.869 -0.095 -1.649  -0.372
Fe 4.256 -1.888 -0.574  0.706
C 4.382 -3.358 0.600  0.064
O 4.446 -4.227 1.333  -0.294
C 6.157 -1.985 -0.755  0.160
O 7.290 -2.047 -0.848  -0.286
C 4.034 -3.050 -2.055  0.099
O 3.875 -3.731 -2.953  -0.292
H 6.676 2.785 0.028  0.265
H 5.015 2.932 -0.589  0.281
H 5.306 2.217 1.022  0.336
H 4.858 -0.103 1.655  0.562
H 2.992 -1.911 1.609  0.256
H 2.230 -0.342 1.500  0.485
H 1.247 -1.893 -0.330  0.661
H 2.110 -1.074 -2.491  0.605
H 4.275 0.213 -2.612  0.431

=====

# 2
# C7H6S

C7H6S in the gas phase at a distorted geometry (ωB97M-V/def2-TZVPD, OMol25).

Summary:
LUMO level = 0.36 eV
strongest force on any atom = 0.02467 Eh/bohr
spin multiplicity = 1
HOMO level = -8.21 eV
SMILES = C#CC1=CCSC=C1
orbital gap = 0.315 Eh
DFT total energy = -18188.751 eV

Each line ends with the Mulliken charge.
Geometry (Å):
C -3.216 -0.115 -0.395  0.295
C -2.034 -0.064 -0.227  -0.839
C -0.604 -0.027 -0.018  0.471
C 0.061 1.147 -0.088  -0.476
C 1.536 1.224 0.223  -0.646
C 1.397 -1.461 -0.019  -0.329
C 0.083 -1.295 0.215  -0.603
H -4.256 -0.148 -0.528  0.449
H -0.479 2.061 -0.311  0.386
H 1.703 1.247 1.305  0.305
H 1.951 2.149 -0.169  0.369
H 1.877 -2.414 0.034  0.358
H -0.483 -2.144 0.480  0.378
S 2.465 -0.160 -0.503  -0.117

=====

# 3
# C2H12N2O3

4 unconnected molecules or ions with the total composition C2H12N2O3 at a distorted geometry (ωB97M-V/def2-TZVPD, OMol25).

Summary:
LUMO level = 0.82 eV
strongest force on any atom = 0.06916 Eh/bohr
spin multiplicity = 1
HOMO level = -8.72 eV
SMILES = [H]/N=C/NC.O.O.O
orbital gap = 0.351 Eh
DFT total energy = -11389.543 eV

Each line ends with the Mulliken charge.
Geometry (Å):
C -0.724 -1.021 -3.869  -0.832
N -0.041 -0.671 -2.663  -0.199
C -0.253 -1.501 -1.590  -0.145
N -0.332 -1.138 -0.360  -0.566
H -0.295 -1.982 -4.229  0.299
H -1.798 -1.148 -3.860  0.305
H -0.537 -0.226 -4.612  0.311
H 0.486 0.106 -2.284  0.327
H -0.506 -2.536 -1.908  0.312
H -1.248 -1.407 -0.010  0.170
H -0.197 2.719 4.713  0.311
H 0.728 1.536 4.543  0.318
O 0.702 2.501 4.484  -0.637
H 1.455 0.990 1.725  0.340
H 1.571 2.270 2.227  0.326
O 1.516 1.883 1.338  -0.664
H 0.115 -0.796 1.863  0.357
H -0.607 0.500 1.993  0.347
O -0.036 -0.080 2.500  -0.680

=====

Taking the records one at a time from the top gives ΔE to the lowest compared entry with this formula, charge and spin values of 0.0, 47.0, 50.9 kcal per mole.